{"formula": "C36H40MgN7O3S4SbSi", "method": "the ωB97M-V functional and the def2-TZVPD basis", "charge": -2, "e_tot_ha": -4327.6261, "e_above_lowest_kcal_mol": 34.6, "homo_ev": [-0.10, -0.10], "orbital_gap_ev": [3.9, 3.9], "species": ["H", "H", "C", "C", "C", "C", "C", "H", "N", "Si", "H", "H", "H", "C", "C", "H", "H", "H", "C", "H", "H", "C", "C", "S", "H", "H", "H", "C", "C", "O", "C", "C", "C", "H", "H", "C", "H", "O", "N", "S", "C", "H", "H", "C", "H", "S", "C", "H", "C", "H", "H", "C", "C", "C", "C", "N", "H", "C", "C", "H", "O", "H", "H", "N", "C", "C", "H", "C", "C", "H", "H", "S", "H", "H", "H", "N", "H", "C", "C", "H", "N", "Mg", "C", "N", "H", "C", "Sb", "H", "H", "C", "C", "H", "H"], "coordinates": [[1.780, 4.047, -0.730], [0.778, -6.810, -3.040], [-1.718, 3.174, -2.178], [1.108, -3.009, -2.669], [1.896, -5.216, -2.013], [-1.453, 1.134, -0.627], [-6.893, -0.776, 0.664], [5.701, 2.873, -1.628], [0.138, 0.752, 4.228], [2.796, -3.197, -0.278], [5.074, 3.430, 0.022], [-5.894, 3.654, -3.688], [6.059, 1.821, -0.233], [-3.948, 3.510, -3.285], [-0.015, 4.811, -1.759], [1.060, -1.930, -2.532], [4.207, 0.119, 6.465], [1.997, -7.558, 3.349], [5.318, 2.558, -0.623], [-0.638, 0.760, 4.885], [4.166, -0.195, -1.588], [0.063, 0.952, 2.893], [-5.804, 2.049, -2.408], [0.791, 4.663, 4.234], [-7.490, 1.887, 0.485], [4.005, -6.178, 3.410], [-2.081, -0.497, -1.655], [-6.611, 0.171, -0.489], [3.569, 1.210, 3.255], [-3.564, 4.475, -3.916], [0.331, -3.558, -3.693], [-5.984, -0.284, -1.662], [-5.588, 0.656, -2.586], [-7.185, -1.791, 0.268], [4.351, -4.367, 1.745], [1.499, 0.804, 4.521], [-5.111, 0.379, -3.549], [-0.494, 0.245, -0.203], [-5.237, 2.926, -3.359], [1.559, 4.947, 2.408], [-6.943, 1.515, -0.392], [-6.779, 3.563, -1.087], [3.943, 1.574, 2.280], [3.402, -4.952, 1.782], [2.555, -5.938, -1.480], [2.301, -1.407, 0.576], [1.031, -5.760, -2.993], [4.241, -3.377, -0.535], [4.076, 1.788, -0.761], [-7.745, -0.498, 1.271], [3.139, 0.881, -2.470], [1.260, -5.392, 0.801], [-1.251, 4.470, -2.366], [0.808, 3.819, -1.233], [3.200, -5.926, 2.707], [-3.070, 2.821, -2.446], [-1.428, 2.601, 0.734], [2.163, 1.148, 3.327], [1.998, -6.663, 2.725], [-2.942, 2.286, 0.431], [3.084, 1.957, 0.007], [0.087, -6.731, 1.894], [-0.239, -5.436, -4.676], [0.389, 2.619, -1.110], [4.099, 0.816, -1.980], [1.086, -6.365, 1.815], [-3.219, 0.017, -0.458], [-0.859, 2.089, -1.662], [1.842, -3.831, -1.829], [0.418, -5.123, 0.084], [4.956, 1.114, -2.605], [5.154, 5.451, 1.783], [-3.262, 1.842, -2.230], [-0.859, 0.857, 2.340], [1.783, 0.052, 6.603], [-2.629, 0.301, -1.244], [0.246, 5.884, -1.705], [4.303, 0.777, 4.365], [2.433, -4.618, 0.812], [-6.021, -0.805, 1.326], [-2.033, 1.784, 0.564], [1.358, 0.861, 0.160], [0.236, -4.933, -3.803], [1.213, 1.247, 2.336], [-1.859, 5.261, -2.821], [2.235, 0.415, 5.630], [3.806, 4.555, 3.366], [5.381, 0.609, 4.312], [-5.951, -1.331, -1.914], [-6.573, 2.478, -1.361], [3.662, 0.448, 5.585], [-0.239, -2.909, -4.351], [-0.521, 1.455, -2.543]]}